1.
A cluster of 15 separate species, C60H51Cl18N9O18 in total in a non-equilibrium geometry. Source: OMol25; level of theory: the ωB97M-V functional and the def2-TZVPD basis.

Output
2S+1 ... 1
Orbital gap ... 8.85 eV
Total charge ... 0

Element x y z (Å)
1 C -0.036 7.310 2.918
2 Cl 1.204 8.097 1.991
3 Cl 0.066 5.528 2.651
4 Cl -1.658 7.834 2.460
5 H 0.163 7.482 4.008
6 C 6.576 -2.115 3.284
7 Cl 5.744 -0.617 2.727
8 Cl 7.436 -1.810 4.836
9 Cl 7.722 -2.688 2.015
10 H 5.951 -2.938 3.505
11 C 0.988 -4.197 -6.032
12 Cl 0.299 -4.265 -7.671
13 Cl 1.138 -5.863 -5.265
14 Cl 0.112 -3.043 -5.000
15 H 2.020 -3.875 -6.075
16 C -3.626 2.800 4.785
17 Cl -4.671 1.540 5.570
18 Cl -1.959 2.528 5.160
19 Cl -4.026 4.452 5.309
20 H -3.749 2.655 3.739
21 C 2.435 3.279 -4.949
22 Cl 3.281 1.757 -5.447
23 Cl 2.534 3.715 -3.209
24 Cl 0.699 3.171 -5.485
25 H 2.802 4.157 -5.555
26 C 4.608 3.812 0.270
27 Cl 5.149 2.334 -0.434
28 Cl 2.816 3.944 0.170
29 Cl 5.455 5.198 -0.463
30 H 4.705 3.756 1.355
31 C -1.931 5.679 -2.169
32 C -2.108 5.771 -3.561
33 C -1.095 6.178 -4.401
34 C 0.053 6.456 -3.736
35 C 0.297 6.411 -2.383
36 C -0.700 5.870 -1.551
37 N 1.276 6.939 -4.500
38 O 1.342 6.755 -5.685
39 O 2.106 7.508 -3.829
40 H -2.751 5.322 -1.571
41 H -3.106 5.523 -3.954
42 H -1.230 6.281 -5.505
43 H 1.260 6.669 -1.923
44 H -0.521 5.629 -0.498
45 C -2.349 -0.461 -4.248
46 C -2.244 0.916 -4.240
47 C -2.809 1.593 -3.192
48 C -3.495 0.884 -2.276
49 C -3.743 -0.484 -2.402
50 C -3.070 -1.221 -3.310
51 N -4.190 1.583 -1.172
52 O -4.921 0.988 -0.404
53 O -3.976 2.764 -1.204
54 H -1.907 -1.014 -5.027
55 H -1.599 1.451 -4.969
56 H -2.727 2.678 -3.165
57 H -4.318 -1.046 -1.685
58 H -3.149 -2.325 -3.383
59 C -5.425 -3.934 -0.957
60 C -6.501 -3.060 -1.028
61 C -6.599 -2.063 -0.107
62 C -5.584 -1.953 0.804
63 C -4.377 -2.616 0.757
64 C -4.362 -3.734 -0.083
65 N -5.774 -0.929 1.813
66 O -6.827 -0.334 1.790
67 O -4.837 -0.764 2.584
68 H -5.467 -4.817 -1.667
69 H -7.225 -3.160 -1.800
70 H -7.495 -1.469 -0.085
71 H -3.628 -2.428 1.463
72 H -3.496 -4.314 -0.067
73 C 5.572 -6.426 -3.822
74 C 6.336 -5.555 -3.023
75 C 6.084 -5.365 -1.710
76 C 4.970 -6.040 -1.157
77 C 4.119 -6.828 -1.916
78 C 4.456 -7.075 -3.257
79 N 4.639 -5.778 0.188
80 O 3.522 -6.109 0.651
81 O 5.411 -5.095 0.825
82 H 5.844 -6.623 -4.820
83 H 7.232 -5.055 -3.391
84 H 6.684 -4.734 -1.056
85 H 3.331 -7.385 -1.460
86 H 3.962 -7.849 -3.848
87 C -0.524 -4.486 2.326
88 C 0.713 -4.071 1.833
89 C 1.785 -3.850 2.629
90 C 1.631 -4.167 3.961
91 C 0.404 -4.636 4.470
92 C -0.686 -4.770 3.679
93 N 2.802 -4.051 4.861
94 O 2.565 -4.236 6.057
95 O 3.820 -3.737 4.348
96 H -1.347 -4.591 1.598
97 H 0.726 -3.772 0.781
98 H 2.758 -3.561 2.232
99 H 0.326 -4.939 5.535
100 H -1.649 -5.109 3.983
101 C 1.372 -0.866 6.210
102 C 2.519 -0.113 6.268
103 C 3.093 0.493 5.080
104 C 2.441 0.298 3.868
105 C 1.318 -0.497 3.752
106 C 0.765 -1.036 4.872
107 N 3.046 0.935 2.718
108 O 3.801 1.857 2.934
109 O 2.789 0.423 1.632
110 H 0.889 -1.297 7.079
111 H 3.089 -0.100 7.225
112 H 3.962 1.101 4.981
113 H 0.884 -0.623 2.824
114 H -0.111 -1.661 4.848
115 C 2.694 -2.011 -0.617
116 C 3.946 -1.404 -0.628
117 C 4.753 -1.591 -1.776
118 C 4.239 -2.375 -2.758
119 C 3.091 -3.217 -2.638
120 C 2.275 -2.958 -1.576
121 N 5.063 -2.514 -3.936
122 O 4.644 -3.277 -4.822
123 O 6.122 -1.911 -3.948
124 H 2.032 -1.691 0.102
125 H 4.243 -0.757 0.189
126 H 5.709 -1.061 -1.907
127 H 2.871 -3.941 -3.394
128 H 1.425 -3.587 -1.322
129 C -0.047 2.610 -0.941
130 C -0.622 2.505 0.268
131 C -1.011 1.236 0.719
132 C -0.767 0.150 -0.157
133 C -0.263 0.257 -1.444
134 C 0.070 1.532 -1.841
135 N -1.097 -1.204 0.387
136 O -1.766 -1.291 1.391
137 O -0.721 -2.175 -0.299
138 H 0.331 3.581 -1.293
139 H -0.759 3.412 0.819
140 H -1.421 0.980 1.690
141 H -0.180 -0.666 -2.073
142 H 0.540 1.762 -2.864
143 C -7.892 3.972 2.808
144 C -7.256 5.172 2.468
145 C -5.932 5.181 2.091
146 C -5.325 3.885 2.054
147 C -5.866 2.702 2.334
148 C -7.277 2.771 2.729
149 N -3.980 3.862 1.614
150 O -3.549 4.840 1.020
151 O -3.264 2.894 1.814
152 H -8.966 3.986 3.048
153 H -7.895 6.066 2.491
154 H -5.369 6.055 1.818
155 H -5.338 1.716 2.170
156 H -7.807 1.825 2.782


2.
A structure of composition C35H52I2N3PSbSi3Tl. Source: OMol25; level of theory: the ωB97M-V functional and the def2-TZVPD basis.

Output
2S+1 ... 1
Energy relative to the best compared isomer or geometry (same formula, charge and spin) ... 66.04 kJ/mol
Orbital gap ... 7.64 eV
Total charge ... 0

Element x y z (Å)
1 Tl 1.043 0.184 0.281
2 C -4.638 -3.616 1.829
3 C -4.588 -2.237 1.684
4 C -3.384 -1.566 1.828
5 C -2.207 -2.257 2.131
6 C -2.262 -3.646 2.232
7 C -3.470 -4.316 2.089
8 P -0.679 -1.238 2.286
9 C -0.767 -0.562 3.981
10 C 0.388 0.075 4.438
11 C 0.391 0.722 5.661
12 C -0.755 0.722 6.446
13 C -1.899 0.077 6.004
14 C -1.913 -0.553 4.766
15 C 0.607 -2.517 2.559
16 C 0.518 -3.287 3.697
17 C 1.392 -4.360 3.923
18 C 2.348 -4.656 2.996
19 C 2.519 -3.861 1.843
20 C 3.561 -4.144 0.933
21 C 3.781 -3.333 -0.138
22 C 2.963 -2.204 -0.337
23 C 1.905 -1.907 0.481
24 C 1.650 -2.747 1.609
25 H -5.578 -4.144 1.733
26 H -5.490 -1.682 1.458
27 H -3.352 -0.488 1.715
28 H -1.365 -4.215 2.427
29 H -3.492 -5.394 2.185
30 H 1.289 0.059 3.830
31 H 1.286 1.231 5.993
32 H -0.750 1.218 7.409
33 H -2.785 0.061 6.626
34 H -2.815 -1.032 4.408
35 H -0.250 -3.067 4.427
36 H 1.292 -4.950 4.825
37 H 3.001 -5.510 3.138
38 H 4.200 -4.998 1.126
39 H 4.595 -3.532 -0.823
40 H 3.217 -1.542 -1.154
41 I -1.881 2.134 1.850
42 C 0.151 2.081 1.216
43 I 3.578 1.202 1.205
44 H 0.743 2.203 2.118
45 H 0.298 2.934 0.558
46 N -0.942 -1.528 -0.860
47 H -1.852 -1.235 -0.517
48 H -0.731 -2.426 -0.434
49 H -1.026 -1.671 -1.860
50 N 3.115 -0.321 -3.693
51 C 3.745 0.851 -3.343
52 C 2.987 1.395 -2.354
53 N 1.913 0.577 -2.093
54 C 2.024 -0.446 -2.912
55 H 3.418 -0.963 -4.404
56 H 4.661 1.177 -3.801
57 H 3.141 2.318 -1.826
58 H 1.350 -1.285 -2.953
59 C -2.742 4.782 -0.857
60 Si -3.514 3.284 -1.731
61 C -4.813 2.377 -0.679
62 C -4.556 4.022 -3.137
63 Sb -1.458 1.712 -2.116
64 Si -2.659 0.175 -3.797
65 C -3.627 1.076 -5.150
66 C -3.922 -0.880 -2.848
67 C -1.452 -0.992 -4.693
68 Si -0.261 3.323 -3.745
69 C 0.726 2.395 -5.075
70 C -1.356 4.524 -4.724
71 C 0.914 4.389 -2.705
72 H -3.458 5.289 -0.206
73 H -2.391 5.507 -1.595
74 H -1.889 4.493 -0.243
75 H -5.267 3.053 0.049
76 H -4.390 1.539 -0.125
77 H -5.611 1.997 -1.321
78 H -5.242 4.755 -2.705
79 H -5.157 3.266 -3.643
80 H -3.956 4.533 -3.889
81 H -4.588 1.420 -4.766
82 H -3.820 0.412 -5.996
83 H -3.086 1.947 -5.522
84 H -4.415 -0.279 -2.080
85 H -3.467 -1.740 -2.354
86 H -4.695 -1.259 -3.520
87 H -0.621 -0.431 -5.125
88 H -1.961 -1.517 -5.504
89 H -1.031 -1.749 -4.027
90 H 0.049 1.928 -5.793
91 H 1.355 1.615 -4.644
92 H 1.374 3.084 -5.622
93 H -2.181 4.006 -5.216
94 H -0.765 5.019 -5.497
95 H -1.781 5.297 -4.081
96 H 1.311 3.829 -1.857
97 H 0.383 5.256 -2.305
98 H 1.759 4.754 -3.292


3.
A structure of composition C45H57F10N2O5PReSb. Source: OMol25; level of theory: the ωB97M-V functional and the def2-TZVPD basis.

Output
2S+1 ... 4
Energy relative to the best compared isomer or geometry (same formula, charge and spin) ... 5.28 kJ/mol
Orbital gap (alpha / beta) ... 6.72 / 6.33 eV
Total charge ... +1

Element x y z (Å)
1 Re 0.083 1.256 -0.104
2 C 2.944 -0.649 0.567
3 C 2.580 0.159 1.793
4 N 1.630 1.323 1.612
5 C 2.405 2.611 1.641
6 C 3.539 2.717 0.649
7 C 0.721 1.352 2.781
8 C -0.362 2.377 2.597
9 N -0.705 2.438 1.168
10 C -1.367 3.641 0.773
11 C -0.797 4.491 -0.161
12 F 0.403 4.188 -0.694
13 C -1.428 5.647 -0.553
14 F -0.842 6.418 -1.467
15 C -2.639 6.002 -0.003
16 C -3.199 5.175 0.945
17 F -4.372 5.481 1.493
18 C -2.577 4.007 1.334
19 F -3.165 3.215 2.230
20 H 3.552 -1.498 0.885
21 H 3.512 -0.074 -0.161
22 H 2.065 -1.054 0.059
23 H 3.491 0.564 2.236
24 H 2.135 -0.490 2.544
25 H 2.793 2.713 2.659
26 H 1.696 3.422 1.479
27 H 4.381 2.075 0.912
28 H 3.897 3.748 0.654
29 H 3.230 2.475 -0.361
30 H 1.292 1.575 3.685
31 H 0.293 0.368 2.879
32 H -0.062 3.369 2.930
33 H -1.240 2.081 3.169
34 H -3.143 6.911 -0.309
35 C -2.854 -4.855 2.589
36 C -1.354 -4.713 2.474
37 C -0.560 -5.838 2.708
38 C 0.828 -5.796 2.642
39 C 1.463 -4.605 2.331
40 C 0.689 -3.478 2.085
41 C -0.703 -3.508 2.150
42 Sb -1.639 -1.612 1.801
43 C -3.189 -2.164 0.438
44 C -4.465 -1.609 0.554
45 C -5.504 -2.013 -0.278
46 C -5.264 -2.973 -1.249
47 C -3.979 -3.468 -1.423
48 C -2.921 -3.065 -0.610
49 C -1.530 -3.559 -0.936
50 C -2.641 -1.600 3.720
51 C -4.033 -1.728 3.807
52 C -4.682 -1.772 5.032
53 C -3.943 -1.700 6.203
54 C -2.564 -1.604 6.130
55 C -1.892 -1.552 4.907
56 C -0.381 -1.479 4.960
57 H -3.112 -5.858 2.927
58 H -3.358 -4.684 1.636
59 H -3.266 -4.144 3.308
60 H -1.050 -6.775 2.953
61 H 1.406 -6.692 2.836
62 H 2.545 -4.551 2.280
63 H 1.187 -2.556 1.817
64 H -4.654 -0.821 1.273
65 H -6.489 -1.575 -0.168
66 H -6.067 -3.313 -1.893
67 H -3.782 -4.173 -2.226
68 H -1.514 -4.023 -1.922
69 H -1.168 -4.294 -0.218
70 H -0.815 -2.729 -0.947
71 H -4.632 -1.830 2.916
72 H -5.760 -1.876 5.066
73 H -4.434 -1.739 7.167
74 H -1.980 -1.580 7.045
75 H -0.002 -2.096 5.776
76 H -0.044 -0.459 5.154
77 H 0.089 -1.845 4.049
78 C 5.108 -1.240 -2.868
79 C 3.709 -1.360 -3.437
80 C 3.180 -2.773 -3.317
81 C 3.650 -0.880 -4.879
82 O 2.835 -0.557 -2.550
83 P 2.283 0.892 -2.772
84 O 1.509 1.171 -3.969
85 O 1.450 0.986 -1.396
86 O 3.546 1.808 -2.572
87 C 3.801 3.117 -3.248
88 C 5.095 3.599 -2.632
89 C 3.982 2.897 -4.740
90 C 2.656 4.076 -2.959
91 H 5.811 -1.798 -3.490
92 H 5.147 -1.642 -1.852
93 H 5.419 -0.193 -2.844
94 H 3.803 -3.455 -3.899
95 H 2.156 -2.826 -3.693
96 H 3.187 -3.096 -2.272
97 H 4.226 -1.568 -5.496
98 H 4.081 0.118 -4.989
99 H 2.623 -0.850 -5.247
100 H 5.898 2.886 -2.830
101 H 4.998 3.722 -1.554
102 H 5.371 4.561 -3.068
103 H 4.849 2.259 -4.931
104 H 4.162 3.863 -5.215
105 H 3.096 2.447 -5.186
106 H 2.586 4.293 -1.890
107 H 1.704 3.664 -3.304
108 H 2.826 5.014 -3.488
109 C -2.998 -0.298 -2.643
110 C -2.370 0.932 -2.007
111 O -1.401 0.497 -1.056
112 C -1.725 1.770 -3.127
113 F -1.019 1.001 -3.937
114 F -2.643 2.414 -3.855
115 F -0.880 2.700 -2.606
116 C -3.492 1.778 -1.298
117 F -3.538 1.503 0.013
118 F -3.290 3.106 -1.407
119 F -4.691 1.516 -1.814
120 H -2.202 -0.990 -2.915
121 H -3.551 -0.019 -3.538
122 H -3.676 -0.781 -1.947


Q: Look up the 2S+1 of the third one.
A: 4